Entry 1:
C34H41I2N2OsP2S2 | the ωB97M-V functional and the def2-TZVPD basis

Geometry (Å):
Os (-0.588, -0.364, 0.425)
C (-1.372, -2.971, -1.663)
C (-2.719, -2.363, -1.267)
P (-2.474, -0.576, -0.980)
C (-4.060, 0.105, -0.473)
C (-4.638, -0.400, 0.696)
C (-5.852, 0.097, 1.142)
C (-6.489, 1.110, 0.432)
C (-5.910, 1.628, -0.721)
C (-4.695, 1.129, -1.177)
C (-2.063, 0.091, -2.608)
C (-0.852, 0.758, -2.815)
C (-0.505, 1.217, -4.079)
C (-1.368, 1.007, -5.146)
C (-2.575, 0.344, -4.952)
C (-2.924, -0.111, -3.690)
P (-0.042, -2.495, -0.508)
C (1.483, -3.072, -1.231)
C (1.840, -2.564, -2.483)
C (2.977, -3.036, -3.114)
C (3.758, -4.005, -2.493)
C (3.410, -4.496, -1.242)
C (2.273, -4.030, -0.600)
C (-0.323, -3.350, 1.046)
C (0.551, -3.053, 2.102)
C (0.410, -3.697, 3.320)
C (-0.603, -4.634, 3.493)
C (-1.467, -4.937, 2.446)
C (-1.333, -4.299, 1.223)
H (-1.066, -2.627, -2.652)
H (-1.404, -4.061, -1.702)
H (-3.111, -2.801, -0.348)
H (-3.471, -2.491, -2.046)
H (-4.139, -1.182, 1.262)
H (-6.310, -0.310, 2.035)
H (-7.447, 1.484, 0.770)
H (-6.419, 2.403, -1.281)
H (-4.266, 1.515, -2.095)
H (-0.156, 0.906, -1.994)
H (0.438, 1.727, -4.235)
H (-1.097, 1.352, -6.136)
H (-3.245, 0.179, -5.786)
H (-3.870, -0.625, -3.552)
H (1.244, -1.792, -2.962)
H (3.255, -2.653, -4.087)
H (4.644, -4.379, -2.990)
H (4.023, -5.246, -0.762)
H (2.012, -4.421, 0.374)
H (1.374, -2.361, 1.951)
H (1.101, -3.489, 4.127)
H (-0.707, -5.147, 4.440)
H (-2.238, -5.686, 2.578)
H (-2.001, -4.566, 0.413)
C (-0.300, 0.632, 4.990)
C (-0.100, 0.419, 3.521)
S (-1.458, -0.057, 2.618)
C (1.165, 0.620, 2.936)
C (2.356, 0.978, 3.766)
S (1.428, 0.494, 1.242)
H (-1.341, 0.505, 5.276)
H (0.036, 1.629, 5.286)
H (0.300, -0.083, 5.561)
H (2.384, 0.405, 4.693)
H (2.307, 2.038, 4.041)
H (3.284, 0.820, 3.220)
I (4.204, -1.361, 0.763)
I (6.435, -2.755, 0.382)
N (-2.403, 5.102, 0.707)
C (-1.406, 4.722, -0.360)
C (-0.757, 3.395, 0.006)
N (-1.736, 2.320, 0.214)
C (-2.717, 2.704, 1.237)
C (-3.427, 4.010, 0.910)
H (-2.864, 5.982, 0.465)
H (-1.910, 5.271, 1.587)
H (-0.676, 5.523, -0.455)
H (-1.966, 4.645, -1.292)
H (-0.175, 3.503, 0.925)
H (-0.061, 3.125, -0.786)
H (-2.232, 2.143, -0.658)
H (-2.195, 2.791, 2.195)
H (-3.468, 1.923, 1.348)
H (-4.097, 4.315, 1.712)
H (-3.995, 3.932, -0.016)

Atomic forces in eV per Å
Os 0.0 -0.2 0.7
C -0.1 0.0 0.1
C 0.1 0.0 0.0
P -0.2 -0.1 -0.5
C 0.0 0.0 0.1
C 0.0 0.0 0.0
C 0.0 0.0 0.0
C 0.0 0.0 0.0
C 0.0 0.0 0.0
C 0.0 0.0 0.0
C 0.0 0.1 0.0
C -0.1 0.0 -0.1
C -0.1 0.0 0.0
C 0.0 0.0 0.0
C 0.0 0.0 0.0
C 0.0 0.0 0.0
P -0.1 0.0 -0.1
C 0.0 0.3 -0.1
C 0.1 0.1 0.0
C 0.0 0.0 0.0
C 0.0 0.0 0.0
C 0.0 0.0 0.0
C 0.0 -0.1 -0.1
C 0.1 0.0 0.0
C 0.0 0.0 0.0
C 0.0 0.0 0.0
C 0.0 0.0 0.0
C 0.0 0.0 0.0
C -0.1 0.0 0.1
H 0.0 0.0 0.0
H 0.0 0.0 0.0
H 0.0 0.0 0.0
H 0.0 -0.1 0.0
H 0.0 0.0 0.0
H 0.0 0.0 0.0
H 0.0 0.0 0.0
H 0.0 0.0 0.0
H 0.0 0.0 0.0
H 0.0 0.0 0.1
H 0.0 0.0 0.0
H 0.0 0.0 0.0
H 0.0 0.0 0.0
H 0.0 0.0 0.0
H 0.0 0.0 0.0
H 0.0 0.0 0.0
H 0.0 0.0 0.0
H 0.0 0.0 0.0
H 0.0 0.0 0.0
H 0.0 0.0 0.0
H 0.0 0.0 0.0
H 0.0 0.0 0.0
H 0.0 0.0 0.0
H 0.0 0.0 0.0
C 0.1 0.0 0.0
C 0.2 0.0 0.0
S 0.0 0.1 -0.1
C -0.1 0.1 0.0
C 0.0 0.0 0.0
S 0.0 0.0 0.0
H 0.0 0.0 0.0
H 0.0 0.0 0.0
H 0.0 0.0 0.0
H 0.0 0.0 0.0
H 0.0 0.0 0.0
H 0.0 0.0 0.0
I 0.2 0.1 0.0
I -0.1 0.0 0.0
N 0.0 -0.1 0.0
C 0.0 0.0 0.0
C -0.1 -0.1 0.1
N 0.2 0.0 -0.1
C 0.1 0.0 0.0
C 0.1 0.0 0.0
H 0.0 0.0 0.0
H 0.0 0.0 0.0
H 0.0 0.0 0.1
H 0.0 0.0 0.0
H 0.0 0.0 0.0
H 0.0 0.0 0.0
H 0.0 0.0 0.0
H 0.0 0.0 0.0
H 0.0 0.0 0.0
H 0.0 0.0 0.0
H 0.0 0.0 0.0

The highest occupied orbital energy (spin up / spin down) comes out at -14.8641 / -14.8598 eV. The calculation puts the HOMO-LUMO gap (spin up / spin down) at 0.249 / 0.164 Ha. Its multiplicity is 5. Its total charge is +3.

Mulliken atomic charge list, values in e, 5 entries: 2.071 -1.412 -0.902 -0.179 0.699

=====

Entry 2:
C21H18ClFN4O4 | the ωB97M-V functional and the def2-TZVPD basis

Geometry (Å):
N (3.634, 1.942, -5.062)
C (2.789, 1.237, -4.273)
O (2.590, 0.067, -4.576)
C (2.088, 1.877, -3.132)
N (2.322, 3.158, -2.693)
C (1.431, 3.304, -1.737)
C (1.232, 4.560, -0.969)
C (1.114, 4.540, 0.434)
F (1.179, 3.320, 1.085)
C (0.827, 5.672, 1.154)
C (0.700, 6.923, 0.488)
C (0.875, 6.994, -0.911)
C (1.184, 5.838, -1.619)
Cl (1.419, 5.978, -3.357)
O (0.671, 2.175, -1.534)
C (1.096, 1.253, -2.413)
N (0.581, -0.043, -2.656)
C (-0.055, -0.845, -1.684)
C (0.313, -2.194, -1.658)
C (-0.339, -3.075, -0.781)
C (-1.282, -2.679, 0.139)
C (-2.025, -3.679, 1.003)
O (-2.339, -4.737, 0.464)
N (-2.326, -3.548, 2.365)
C (-1.454, -2.769, 3.229)
C (-0.583, -3.718, 4.064)
O (-1.344, -4.673, 4.784)
C (-2.196, -5.441, 3.920)
C (-3.135, -4.566, 3.093)
C (-1.676, -1.335, 0.099)
C (-1.083, -0.427, -0.812)
H (4.195, 1.351, -5.671)
H (3.991, 2.822, -4.686)
H (0.702, 5.631, 2.218)
H (0.530, 7.810, 1.091)
H (0.795, 7.918, -1.454)
H (1.099, -0.537, -3.382)
H (1.107, -2.571, -2.288)
H (-0.106, -4.143, -0.829)
H (-0.798, -2.094, 2.624)
H (-2.042, -2.130, 3.890)
H (0.171, -4.220, 3.417)
H (-0.054, -3.135, 4.845)
H (-2.776, -6.181, 4.466)
H (-1.545, -5.963, 3.218)
H (-3.831, -4.094, 3.811)
H (-3.733, -5.172, 2.427)
H (-2.500, -0.995, 0.736)
H (-1.412, 0.595, -0.888)

Atomic forces in eV per Å
N 0.4 1.1 0.7
C 0.0 -0.2 -0.2
O -0.6 -0.8 0.4
C 0.9 -0.9 -1.2
N -1.6 -0.3 1.2
C 1.5 0.5 -1.0
C 0.0 0.0 -0.1
C -0.5 -0.9 -0.5
F 0.0 1.4 -0.8
C 0.0 1.5 -0.5
C 0.5 -1.3 -0.4
C 0.2 -0.5 1.1
C -0.3 -1.0 0.2
Cl -0.2 0.0 0.8
O -0.9 -0.1 0.8
C 0.6 -0.7 -1.6
N -0.2 2.1 1.5
C -0.3 -0.7 0.3
C -0.8 -0.3 0.9
C 0.9 -0.9 -0.6
C -1.0 1.5 0.8
C -0.2 -2.4 0.3
O -0.1 0.5 -0.2
N 0.0 1.0 -0.8
C 0.6 0.3 -0.1
C 0.4 0.4 0.4
O -0.8 -0.2 -0.2
C 0.6 0.3 -0.8
C 0.7 0.5 0.5
C 0.4 0.7 -0.5
C 0.2 -0.7 0.1
H -0.1 0.5 0.3
H 0.0 -0.5 -0.5
H 0.0 -0.2 0.3
H -0.1 -0.1 -0.3
H 0.0 0.2 0.0
H 0.2 0.5 0.1
H 0.0 0.0 -0.1
H 0.1 0.4 0.0
H -0.6 -0.7 0.4
H -0.1 0.0 0.1
H -0.4 0.1 0.2
H -0.1 -0.3 -0.5
H 0.2 0.2 0.5
H 0.1 -0.3 -0.1
H 0.3 0.4 -0.5
H 0.2 0.0 -0.4
H 0.4 0.0 -0.2
H -0.2 0.2 0.2

The SMILES is NC(=O)c1nc(-c2c(F)cccc2Cl)oc1Nc1ccc(C(=O)N2CCOCC2)cc1. The highest occupied orbital energy comes out at -8.0741 eV. The calculation puts the HOMO-LUMO gap at 0.299 Ha. Its relative energy (zero: lowest compared OMol25 entry of this formula, charge and spin) is 0.0 kcal per mole.

Mulliken atomic charge list, values in e, 5 entries: -0.456 0.351 -0.741 0.322 -0.643

=====

Entry 3:
C23H45N5O7P3 | the ωB97M-V functional and the def2-TZVPD basis

Geometry (Å):
H (-3.858, 3.131, -0.626)
N (-4.411, 2.859, 0.190)
C (-4.177, 1.659, 0.530)
C (-4.988, 1.124, 1.671)
C (-3.214, 0.789, -0.274)
C (-1.931, 0.173, 0.319)
C (-2.281, -0.942, 1.323)
C (-2.948, -2.219, 0.779)
C (-4.456, -2.165, 0.850)
N (-4.917, -2.240, 2.207)
O (-5.186, -2.071, -0.079)
C (-1.064, -0.478, -0.831)
P (-1.823, -0.813, -2.474)
N (-3.090, -1.676, -2.465)
O (-0.619, -1.533, -3.250)
O (-1.898, 0.596, -3.214)
O (0.115, 0.244, -1.186)
C (1.063, 0.325, -0.142)
C (1.794, -1.021, 0.093)
C (2.456, -1.640, -1.130)
C (3.351, -2.826, -0.689)
C (4.799, -2.384, -0.367)
N (5.742, -2.973, -1.298)
C (5.885, -2.558, -2.594)
C (6.829, -3.381, -3.182)
C (7.258, -4.307, -2.204)
C (6.566, -4.034, -1.040)
P (2.377, 1.606, -0.658)
O (3.689, 0.950, 0.077)
O (2.490, 1.299, -2.248)
C (0.378, 0.705, 1.171)
N (-1.032, 1.221, 1.022)
C (-1.077, 2.519, 0.271)
O (0.068, 3.242, 0.539)
C (-0.021, 4.588, 0.049)
C (0.338, 4.687, -1.421)
P (-1.639, 1.656, 2.726)
C (-1.264, 3.386, 3.148)
C (-0.908, 0.603, 4.027)
H (-5.680, 1.891, 1.998)
H (-4.355, 0.878, 2.518)
H (-5.540, 0.247, 1.338)
H (-2.946, 1.389, -1.143)
H (-3.816, -0.026, -0.681)
H (-2.959, -0.600, 2.102)
H (-1.385, -1.255, 1.857)
H (-2.701, -3.000, 1.503)
H (-2.587, -2.587, -0.175)
H (-5.766, -1.689, 2.290)
H (-5.194, -3.200, 2.394)
H (-0.713, -1.452, -0.478)
H (-3.883, -1.234, -2.913)
H (-0.604, -2.476, -3.039)
H (-1.328, 0.618, -3.996)
H (1.064, -1.746, 0.474)
H (2.520, -0.886, 0.893)
H (1.715, -2.042, -1.818)
H (3.108, -0.950, -1.658)
H (2.922, -3.271, 0.209)
H (3.369, -3.568, -1.481)
H (5.074, -2.682, 0.641)
H (4.883, -1.300, -0.410)
H (5.335, -1.745, -3.031)
H (7.150, -3.319, -4.207)
H (7.970, -5.104, -2.328)
H (6.588, -4.511, -0.078)
H (4.111, 1.682, 0.540)
H (1.963, 0.542, -2.542)
H (0.343, -0.196, 1.776)
H (0.978, 1.403, 1.750)
H (-1.146, 2.308, -0.798)
H (-1.971, 3.077, 0.555)
H (-0.994, 5.032, 0.273)
H (0.718, 5.145, 0.622)
H (-0.479, 4.326, -2.047)
H (1.216, 4.085, -1.635)
H (0.573, 5.713, -1.688)
H (-1.449, 3.460, 4.218)
H (-0.244, 3.697, 2.929)
H (-1.956, 4.043, 2.632)
H (-0.080, 1.113, 4.525)
H (-0.532, -0.366, 3.717)
H (-1.686, 0.457, 4.771)

Atomic forces in eV per Å
H 0.0 0.0 0.0
N 0.1 0.2 -0.1
C 0.1 0.3 0.2
C 0.1 -0.1 -0.1
C -0.2 0.5 -0.1
C -0.6 -0.8 -0.1
C 0.0 -0.2 0.3
C 0.3 -0.6 0.3
C 0.5 -0.3 0.6
N -0.1 0.2 0.1
O -0.7 0.5 -1.0
C 0.7 0.2 -0.1
P -0.9 -0.8 -0.8
N 0.2 0.6 0.4
O 0.5 0.3 0.4
O 0.4 0.1 0.1
O -0.4 0.6 0.0
C 1.3 -0.8 0.1
C -0.6 0.1 -0.3
C 0.5 -0.9 0.4
C -0.1 0.7 0.2
C -0.2 -0.4 -0.2
N -0.2 0.6 0.5
C 0.8 -0.9 -0.2
C -0.4 0.3 0.1
C -0.2 -0.1 0.4
C 0.2 0.1 -0.9
P -0.5 1.5 0.1
O -0.2 -0.4 -0.1
O -0.2 -0.4 0.2
C 0.4 -0.3 -0.2
N 1.5 0.3 0.5
C 0.2 0.5 -1.0
O -0.4 -0.1 0.4
C 0.8 0.4 -0.1
C -0.3 -0.3 0.0
P -3.3 -0.3 0.6
C 1.1 -0.2 -0.5
C 1.3 0.5 0.0
H -0.1 0.1 -0.1
H 0.0 -0.2 0.0
H -0.1 -0.1 0.0
H 0.0 0.0 -0.1
H 0.2 -0.3 0.1
H 0.0 0.4 0.0
H 0.2 0.0 -0.2
H 0.1 0.0 0.1
H -0.2 0.3 -0.3
H -0.2 -0.2 -0.1
H 0.2 0.0 0.2
H -0.3 -0.2 0.1
H -0.3 -0.4 0.0
H -0.1 -0.1 -0.3
H 0.0 0.2 0.0
H 0.0 -0.1 0.1
H 0.1 0.1 0.0
H -0.2 0.3 -0.1
H -0.1 0.1 -0.1
H -0.2 -0.3 -0.1
H 0.1 -0.2 0.0
H 0.1 -0.1 0.0
H 0.0 0.1 0.0
H -0.1 0.1 0.2
H 0.1 0.0 0.0
H 0.1 0.0 0.0
H 0.0 0.0 0.1
H 0.3 0.0 0.0
H 0.1 0.0 -0.1
H -0.4 0.0 0.1
H -0.2 0.3 -0.1
H 0.0 -0.3 0.0
H -0.1 -0.2 0.2
H -0.2 -0.2 0.0
H 0.0 -0.1 0.2
H 0.0 0.1 -0.2
H 0.1 0.0 0.1
H -0.2 0.1 0.0
H -0.1 -0.1 0.1
H 0.1 0.1 0.2
H -0.1 0.0 0.0
H 0.1 0.0 0.0
H -0.2 -0.1 -0.1
H -0.2 0.0 -0.1

The SMILES is [H]/N=C(/C)C[C@@]1(CCC(N)=O)[C@@H](P(=N)(O)O)O[C@@](CCCCn2cccc2)(P(O)O)C[N@+]1(COCC)P(C)C. The highest occupied orbital energy comes out at -9.8249 eV. The calculation puts the HOMO-LUMO gap at 0.277 Ha. Its total charge is +1.

Mulliken atomic charge list, values in e, 5 entries: 0.266 -0.875 0.077 -1.367 -1.884